{
  "formula": "C43H95BrN2O13P",
  "method": "wB97M-V/def2-TZVPD",
  "symbols": ["C", "C", "C", "C", "C", "C", "C", "C", "C", "C", "C", "C", "C", "C", "C", "O", "C", "C", "C", "C", "C", "C", "C", "N", "C", "C", "P", "O", "Br", "N", "C", "O", "O", "H", "H", "H", "H", "H", "H", "H", "H", "H", "H", "H", "H", "H", "H", "H", "H", "H", "H", "H", "H", "H", "H", "H", "H", "H", "H", "H", "H", "H", "H", "H", "H", "H", "H", "H", "H", "H", "H", "H", "H", "H", "H", "H", "H", "H", "H", "H", "H", "H", "H", "H", "H", "H", "C", "O", "C", "C", "O", "C", "C", "O", "C", "H", "H", "H", "H", "H", "H", "H", "H", "H", "H", "H", "H", "H", "H", "C", "O", "C", "C", "O", "C", "C", "O", "C", "H", "H", "H", "H", "H", "H", "H", "H", "H", "H", "H", "H", "H", "H", "C", "O", "C", "C", "O", "C", "C", "O", "C", "H", "H", "H", "H", "H", "H", "H", "H", "H", "H", "H", "H", "H", "H"],
  "xyz": [[-1.6973, -4.3695, 0.3968], [-2.6624, -3.7764, -0.6211], [-4.1236, -3.7807, -0.1557], [-4.3760, -3.0311, 1.1636], [-4.9656, -1.6485, 0.8821], [-5.2331, -0.8071, 2.1350], [-4.0681, 0.0824, 2.5788], [-3.3488, 0.8118, 1.4468], [-4.2756, 1.5978, 0.5317], [-3.5720, 2.4869, -0.5234], [-2.0671, 2.3031, -0.6577], [-1.6840, 1.0373, -1.4385], [-0.4387, 1.2475, -2.2924], [0.2892, -0.0817, -2.6053], [1.5202, -0.2461, -1.6978], [1.0589, -0.0231, -0.4233], [1.9760, -0.0785, 0.6771], [1.3954, 0.7449, 1.8369], [2.5345, 1.5288, 2.5058], [0.5881, -0.0745, 2.8555], [-0.3843, 0.8791, 3.5977], [-0.2216, -1.1944, 2.2081], [2.5935, 0.7356, -2.1969], [3.9672, 0.3455, -1.9103], [4.2545, -0.9547, -2.4690], [3.4322, -1.9809, -1.6914], [3.8765, -3.7069, -2.3521], [5.2171, -3.3694, -3.2063], [4.7348, -4.6826, -0.5468], [1.9714, -1.7206, -1.9135], [1.0561, -2.6984, -1.2103], [1.6926, -3.2069, -0.0855], [1.3457, -4.5991, -0.0823], [-2.0857, -5.3014, 0.8040], [-1.5151, -3.6915, 1.2289], [-0.7268, -4.5833, -0.0516], [-2.3780, -2.7558, -0.8962], [-2.5927, -4.3794, -1.5285], [-4.4196, -4.8254, -0.0457], [-4.7501, -3.3680, -0.9464], [-5.1353, -3.5922, 1.7071], [-3.4713, -2.9670, 1.7628], [-5.9207, -1.8157, 0.3813], [-4.3340, -1.1416, 0.1522], [-6.1568, -0.2427, 2.0300], [-5.4236, -1.5103, 2.9488], [-3.3361, -0.4710, 3.1675], [-4.4664, 0.8471, 3.2505], [-2.5820, 1.4542, 1.8826], [-2.8186, 0.0602, 0.8530], [-4.9306, 0.9035, 0.0113], [-4.9336, 2.2238, 1.1361], [-3.8165, 3.5299, -0.3381], [-3.9962, 2.2448, -1.4983], [-1.5327, 2.3509, 0.2907], [-1.7048, 3.1512, -1.2452], [-1.5240, 0.2137, -0.7445], [-2.5098, 0.8242, -2.1182], [-0.6881, 1.7176, -3.2414], [0.2283, 1.9328, -1.7747], [-0.4296, -0.8815, -2.4275], [0.5976, -0.0635, -3.6476], [2.9549, 0.3207, 0.4187], [2.1183, -1.1024, 1.0250], [0.7399, 1.4769, 1.3602], [3.3927, 0.8745, 2.6560], [2.2056, 1.8827, 3.4798], [2.8111, 2.3786, 1.8880], [1.2815, -0.4757, 3.5971], [-1.3208, 0.3750, 3.8181], [0.0711, 1.2453, 4.5140], [-0.6233, 1.7369, 2.9704], [0.4114, -2.0062, 1.8471], [-0.9049, -1.6445, 2.9239], [-0.7930, -0.8179, 1.3580], [2.4662, 0.8476, -3.2800], [2.4038, 1.7092, -1.7565], [4.5967, 1.0468, -2.2841], [4.0267, -1.0266, -3.5439], [5.2984, -1.1886, -2.3020], [3.7105, -1.8507, -0.6535], [6.0089, -3.6008, -2.7003], [1.8097, -1.8861, -2.9107], [0.8663, -3.5197, -1.8994], [0.1031, -2.2261, -0.9851], [1.6415, -4.8563, 0.8026], [7.8536, -0.1717, -1.0599], [7.8508, 1.0355, -1.7782], [7.5451, 0.8243, -3.1438], [7.1662, 2.1234, -3.8139], [5.8208, 2.5209, -3.5574], [5.5752, 3.1062, -2.2826], [6.0627, 4.5318, -2.1617], [7.4463, 4.5481, -1.8756], [8.0086, 5.8316, -2.0540], [8.5924, -0.8802, -1.4527], [8.0905, 0.0473, -0.0213], [6.8542, -0.6300, -1.1052], [6.7021, 0.1230, -3.2312], [8.4210, 0.3902, -3.6444], [7.2193, 1.9673, -4.8926], [7.8674, 2.9176, -3.5543], [5.9821, 2.4892, -1.4777], [4.4856, 3.1225, -2.1807], [5.5242, 5.0301, -1.3429], [5.8611, 5.0662, -3.0983], [7.9268, 6.1531, -3.0982], [9.0608, 5.7692, -1.7873], [7.5210, 6.5700, -1.4081], [-3.1663, 6.4720, 9.2875], [-2.2629, 5.3905, 9.2545], [-2.8911, 4.1657, 9.5878], [-2.0006, 2.9992, 9.2279], [-2.0489, 2.6462, 7.8514], [-1.3286, 3.4823, 6.9611], [0.1667, 3.2575, 6.9895], [0.7597, 3.9603, 8.0634], [2.0804, 3.5367, 8.3084], [-3.6169, 6.5827, 10.2804], [-2.6083, 7.3756, 9.0515], [-3.9607, 6.3430, 8.5429], [-3.8449, 4.0735, 9.0533], [-3.0856, 4.1497, 10.6694], [-2.3732, 2.1213, 9.7589], [-0.9746, 3.1790, 9.5548], [-1.5655, 4.5358, 7.1236], [-1.6851, 3.2070, 5.9653], [0.6047, 3.6274, 6.0491], [0.3705, 2.1820, 7.0823], [2.1054, 2.4819, 8.6069], [2.4751, 4.1404, 9.1224], [2.7125, 3.6775, 7.4228], [-3.3005, -1.7293, -4.1474], [-3.4991, -2.4845, -5.3122], [-2.3272, -3.1790, -5.6968], [-2.6410, -4.2396, -6.7276], [-3.1541, -5.4368, -6.1702], [-4.5193, -5.4167, -5.7706], [-5.4912, -5.4981, -6.9246], [-5.6690, -4.2201, -7.5094], [-6.3179, -4.2988, -8.7597], [-2.4983, -0.9883, -4.2800], [-4.2269, -1.2018, -3.9275], [-3.0587, -2.3801, -3.2954], [-1.8687, -3.6563, -4.8190], [-1.6163, -2.4558, -6.1257], [-1.7001, -4.5273, -7.2018], [-3.3003, -3.8437, -7.5028], [-4.7356, -4.5499, -5.1427], [-4.6480, -6.3133, -5.1617], [-6.4619, -5.8561, -6.5545], [-5.1112, -6.2059, -7.6716], [-5.7151, -4.8643, -9.4795], [-6.4452, -3.2838, -9.1295], [-7.3033, -4.7686, -8.6655]],
  "atomic_forces_ev_per_a": [[0.165, 0.187, -0.100], [-0.277, -0.158, -0.007], [0.515, -0.245, 0.188], [-0.586, 0.080, -0.718], [-0.229, -0.191, 0.133], [0.426, -0.502, 0.092], [-0.238, 0.627, -0.052], [0.023, -0.347, 0.017], [0.049, 0.188, -0.027], [-0.162, -0.345, 0.288], [0.120, 0.265, -0.674], [-0.023, 0.601, 0.052], [0.255, -0.354, -0.034], [-0.172, 0.704, 0.369], [-0.858, 0.792, -0.557], [0.399, -0.784, 0.077], [0.233, 0.399, 0.936], [0.452, -0.033, -0.340], [-0.517, -0.354, 0.040], [-0.714, 0.580, -0.095], [0.469, -0.159, -0.159], [0.338, -0.252, -0.060], [0.806, -0.285, -0.206], [-0.232, -0.018, 0.263], [-0.608, 0.237, 0.319], [1.225, -0.121, -0.223], [-0.760, -0.317, -0.207], [0.115, -0.323, 0.369], [0.049, 0.250, -0.055], [0.152, -0.058, 0.386], [-0.384, -0.444, -0.402], [0.157, 0.210, 0.205], [0.464, -0.187, -0.167], [-0.072, -0.095, 0.027], [-0.028, 0.033, 0.140], [-0.353, -0.024, 0.055], [0.155, 0.127, 0.027], [-0.054, 0.075, -0.181], [-0.027, -0.071, 0.010], [-0.116, 0.058, -0.030], [0.154, -0.012, 0.375], [0.055, -0.019, 0.178], [-0.037, -0.005, -0.127], [0.034, 0.155, 0.005], [0.069, 0.261, -0.161], [-0.173, 0.001, 0.084], [0.019, -0.208, -0.050], [-0.020, -0.034, 0.163], [-0.074, 0.052, -0.001], [0.086, 0.115, 0.012], [-0.122, -0.106, 0.028], [-0.034, 0.011, 0.102], [0.119, 0.123, 0.079], [-0.091, 0.183, -0.111], [-0.026, -0.023, 0.080], [0.058, 0.106, 0.016], [-0.095, -0.193, -0.128], [-0.112, -0.445, 0.106], [-0.183, 0.154, 0.015], [0.137, 0.043, 0.019], [0.057, -0.195, -0.183], [0.085, -0.378, -0.117], [-0.024, 0.102, -0.419], [0.005, -0.192, -0.257], [-0.244, -0.045, 0.019], [0.157, 0.067, 0.067], [0.093, 0.181, 0.068], [0.234, 0.074, 0.021], [0.056, -0.263, -0.055], [-0.011, 0.000, 0.281], [-0.165, 0.108, 0.156], [-0.039, 0.099, 0.010], [0.040, -0.021, -0.093], [-0.140, 0.038, 0.072], [-0.127, 0.036, 0.035], [-0.148, -0.005, -0.113], [-0.182, 0.018, 0.171], [0.015, -0.114, -0.086], [0.171, 0.003, -0.131], [0.020, -0.043, -0.185], [-0.450, -0.099, 0.254], [0.222, 0.147, -0.219], [0.025, 0.065, -0.031], [0.088, -0.049, -0.096], [0.146, 0.306, 0.190], [0.035, 0.029, 0.104], [-0.062, -0.022, 0.041], [-0.154, 0.025, -0.004], [0.157, 0.132, 0.147], [0.036, -0.005, -0.220], [-0.050, -0.191, 0.175], [-0.060, 0.245, -0.036], [0.224, 0.012, 0.210], [-0.006, -0.076, -0.163], [0.038, -0.009, 0.055], [-0.013, 0.000, -0.015], [0.019, 0.039, -0.015], [0.135, -0.093, 0.122], [0.101, -0.012, -0.119], [-0.088, -0.050, -0.079], [-0.058, 0.025, -0.001], [-0.001, -0.047, 0.125], [0.134, 0.099, 0.032], [0.000, 0.062, -0.046], [-0.096, 0.036, -0.092], [-0.082, -0.002, 0.006], [-0.040, 0.045, 0.022], [-0.006, -0.021, 0.022], [-0.002, 0.023, -0.034], [0.081, 0.006, 0.029], [-0.047, -0.033, -0.167], [0.177, 0.174, 0.072], [-0.079, -0.132, 0.037], [0.049, 0.033, 0.008], [-0.096, -0.101, -0.115], [0.110, 0.265, 0.055], [-0.059, -0.134, 0.107], [-0.038, 0.078, 0.006], [-0.045, 0.005, -0.020], [0.023, -0.006, 0.014], [-0.047, -0.002, 0.052], [-0.025, -0.050, 0.033], [-0.103, -0.061, -0.021], [-0.006, -0.015, -0.030], [-0.007, 0.127, -0.013], [0.113, 0.025, 0.072], [-0.012, -0.015, 0.008], [-0.019, -0.137, -0.061], [-0.020, -0.017, -0.054], [0.041, -0.013, -0.055], [-0.007, 0.021, -0.007], [0.022, -0.043, 0.007], [-0.081, 0.039, 0.033], [0.027, -0.125, 0.064], [-0.142, 0.189, -0.081], [0.095, -0.126, -0.058], [-0.007, 0.075, 0.052], [0.019, -0.167, 0.046], [-0.131, 0.253, 0.016], [0.158, -0.027, -0.076], [-0.014, 0.061, 0.058], [0.019, -0.018, 0.025], [-0.005, 0.010, -0.022], [0.070, 0.062, 0.014], [0.040, -0.020, -0.015], [0.087, -0.063, 0.044], [-0.003, -0.013, 0.002], [-0.057, 0.091, 0.084], [-0.052, 0.069, -0.094], [0.038, -0.011, -0.012], [0.033, -0.118, -0.030], [-0.011, -0.060, 0.038], [-0.051, -0.046, -0.004], [-0.007, 0.011, 0.023], [0.007, -0.027, -0.039]],
  "homo_lumo_gap_ev": 7.801,
  "homo_ev": -10.6,
  "lumo_ev": -2.77,
  "total_charge": 1,
  "energy_ev": -155047.839
}